The following is a DFT calculation (ωB97M-V with the def2-TZVPD basis set) of a 2-piece molecular cluster, C3H12N3O overall in a non-equilibrium geometry.

Last column: natural (NBO) charge in e.
Element x y z (Å)
C  -2.321  -1.037  0.087  -0.64
C  1.946  0.253  -0.391  0.55
C  -1.312  0.059  0.315  0.13
N  2.402  0.925  0.652  -0.78
N  0.057  -0.572  -0.098  -0.73
N  -1.396  1.229  -0.573  -0.87
O  2.573  -0.879  -0.696  -0.66
H  -2.415  -1.341  -0.907  0.24
H  -1.969  -1.894  0.494  0.22
H  -3.277  -0.837  0.719  0.25
H  -1.069  0.446  1.402  0.20
H  2.114  1.843  0.861  0.42
H  2.706  0.537  1.520  0.42
H  0.071  -0.955  -1.026  0.39
H  0.110  -1.440  0.438  0.38
H  -1.058  2.074  -0.093  0.37
H  1.589  0.903  -1.273  0.23
H  -2.233  1.513  -1.008  0.40
H  3.481  -0.827  -0.424  0.52

The calculation puts the gap between HOMO and LUMO at 0.383 Eh. As for the LUMO energy: -3.123 eV. For the energy above the lowest of the compared OMol25 structures with the same formula, charge and spin, the calculation gives 310.34 kJ/mol. Its charge is +1.